Density functional theory data (ωB97M-V with the def2-TZVPD basis set) for a molecular structure, C11H24ClCuN2O9.

As for the LUMO energy (spin up / spin down): 2.25 / 1.63 eV. The spin multiplicity is 2. The value obtained for the largest force on an atom is 5.42 eV/A. Its electronic energy is -3320.45128 Eh. For the gap between HOMO and LUMO (spin up / spin down), the calculation gives 7.2 / 6.6 eV. As for the total charge: -1.

Atoms and positions in Å:
Cu1 9.1904 -18.6375 -4.2946
Cl1 8.2963 -16.3216 -2.2992
O1 7.6095 -15.4030 -1.4075
O2 8.5436 -17.5891 -1.6419
O3 7.4928 -16.6361 -3.4217
O4 9.5424 -15.7631 -2.7759
C1 10.4421 -22.0895 -4.7502
C2 11.7786 -21.3426 -4.8513
C3 12.1277 -21.3563 -6.3666
C4 13.2201 -20.3920 -6.8141
C5 12.8611 -18.9854 -6.3554
C6 12.7305 -18.8942 -4.8014
N1 11.6972 -19.9446 -4.3505
O5 11.0185 -19.7198 -3.1035
C7 12.1222 -17.4901 -4.5632
C8 14.0574 -19.0414 -4.0529
C9 12.8918 -22.1570 -4.1393
H1 9.5895 -21.4592 -5.0030
H2 10.3140 -22.4745 -3.7386
H3 10.4618 -22.9603 -5.4054
H4 11.2390 -21.0682 -6.9282
H5 12.4044 -22.3576 -6.6967
H6 13.1177 -20.3013 -7.8955
H7 14.1824 -20.7773 -6.4771
H8 11.9866 -18.5579 -6.8459
H9 13.6951 -18.3621 -6.6780
H10 11.2728 -17.2094 -5.1859
H11 12.7683 -16.6261 -4.7188
H12 11.7708 -17.3726 -3.5381
H13 14.5859 -19.8504 -4.5572
H14 13.9915 -19.2416 -2.9835
H15 14.6844 -18.1543 -4.1431
H16 12.9574 -22.0347 -3.0582
H17 13.8952 -21.9862 -4.5293
H18 12.6038 -23.1972 -4.2910
N2 7.5523 -21.2185 -3.0099
O6 7.9433 -21.0248 -1.8743
O7 7.4508 -20.2506 -3.7909
O8 7.2938 -22.3993 -3.3764
C10 8.8443 -15.4106 -6.5439
C11 8.9964 -16.6810 -7.3480
O9 8.4915 -17.8718 -6.7043
H19 9.4643 -14.6561 -7.0281
H20 9.2564 -15.5460 -5.5440
H21 7.8111 -15.0634 -6.5361
H22 10.0361 -16.9144 -7.5773
H23 8.4826 -16.5529 -8.3008
H24 7.5392 -17.8226 -6.8160